Below is a structure of composition C31H39N4O5PReS2, with properties calculated with ωB97M-V/def2-TZVPD.

```
83
Properties=species:S:1:pos:R:3:forces:R:3
H 4.4656 0.8092 0.7067 -0.0006 0.0068 0.0056
C 4.0018 1.5271 2.6838 -0.0355 0.0025 0.0182
C 1.8236 -0.2147 2.5536 -0.0776 -0.0566 0.1098
H 5.7340 -2.9498 2.1521 -0.0027 -0.0013 0.0007
N -2.8109 -2.4181 3.1051 0.0030 0.0065 0.0145
P -1.4146 -1.6900 -1.6684 0.0235 -0.0349 0.0092
H 0.6588 -2.9865 -3.3488 0.0011 -0.0169 0.0063
C 6.7671 -2.4574 0.3364 0.0037 -0.0127 0.0205
H -5.1867 -4.5561 -0.0062 0.0000 -0.0002 0.0010
C 5.6403 -2.8071 1.0821 0.0008 -0.0134 -0.0017
H -1.2743 -6.2934 -0.0215 -0.0023 -0.0018 -0.0031
H -2.0935 -0.0307 0.6956 -0.0003 0.0003 0.0080
O 2.2249 1.9943 -2.2014 0.0123 -0.0118 -0.0033
H -0.3548 -4.2147 -0.9050 0.0059 0.0040 -0.0054
N 2.1574 -1.5397 -2.1942 0.0559 -0.0283 0.0033
C 6.6323 -2.2859 -1.0354 -0.0082 0.0079 -0.0159
C -1.4215 -4.2872 -0.7417 -0.0074 -0.0054 0.0245
H -4.2847 -2.4995 -0.9270 0.0020 0.0047 -0.0068
H 7.4984 -2.0251 -1.6309 0.0017 -0.0012 0.0002
C 1.9885 0.8453 -1.9615 -0.0149 -0.0016 0.0364
H -0.5594 -1.2094 -5.3033 -0.0031 0.0021 -0.0016
C 2.8729 -0.3069 -2.4463 -0.0210 0.0173 -0.0139
C -2.6569 -2.5810 -4.1195 -0.0068 -0.0003 0.0072
C 8.0946 -2.2728 1.0174 -0.0030 0.0034 -0.0036
H -3.4024 -1.7975 -4.2043 -0.0092 0.0083 -0.0024
C 4.4041 -2.9553 0.4843 0.0113 0.0122 -0.0222
C -2.5943 -0.2260 -1.4124 -0.0227 -0.0236 0.0360
C 0.7452 -1.2641 2.5437 -0.0130 0.0460 -0.0540
H 4.8469 2.2027 2.7254 0.0015 0.0001 0.0012
H 3.8127 -0.2341 -1.8921 0.0086 -0.0017 -0.0007
C -2.9785 -0.1554 0.0735 -0.0059 -0.0072 0.0098
H -0.6572 -4.1658 -3.1781 -0.0069 -0.0030 0.0048
H -1.3920 1.1376 -2.6775 -0.0104 0.0024 -0.0050
S -0.6325 -0.9014 3.7070 0.0620 -0.0115 -0.0378
C -4.1248 -4.4884 -0.2080 -0.0024 0.0082 -0.0059
H -3.6346 0.0429 -3.3055 -0.0028 -0.0018 -0.0012
C -3.2941 -5.5669 0.0545 0.0049 -0.0053 -0.0111
C -0.8030 -0.8959 -4.2848 0.0144 -0.0071 -0.0079
H -4.3844 -1.2010 -2.3150 0.0009 -0.0021 0.0070
C -1.8960 1.1116 -1.7146 0.0333 -0.0005 -0.0130
H 3.5270 -3.1975 1.0660 0.0027 -0.0038 -0.0030
H -3.5275 -1.0222 0.4336 -0.0036 -0.0119 0.0039
H -2.4492 -2.9413 -5.1307 0.0003 -0.0030 0.0028
C 3.1209 1.4433 3.7565 0.0003 -0.0146 -0.0273
O 2.9240 -3.9181 -2.7174 -0.0412 0.0231 -0.0248
H -4.5529 0.4983 -1.8816 0.0018 -0.0004 0.0028
C -1.9387 -5.4632 -0.2241 0.0006 -0.0020 0.0122
H 5.3101 -2.3344 -2.7288 -0.0035 -0.0020 -0.0007
C 5.4011 -2.4480 -1.6557 0.0328 -0.0095 0.0026
C 2.7078 -0.1186 1.4729 0.0187 0.0655 0.0119
C 2.0484 0.5709 3.6814 -0.0114 0.0416 0.0148
H -3.0838 -3.4134 -3.5579 0.0017 0.0040 0.0037
C -1.5896 -1.9702 2.6928 0.0417 0.0264 -0.0570
S 2.7468 -2.9109 -1.7181 -0.0482 -0.0137 0.0375
H -1.5396 -0.0960 -4.3540 -0.0035 -0.0011 0.0001
H -0.2681 -3.4861 -4.7514 -0.0016 0.0051 0.0006
O 2.5742 -0.8581 0.3793 0.0391 -0.1177 0.0024
N -1.1311 -2.2174 1.5264 -0.0083 -0.0040 0.0020
N 0.0499 -1.5044 1.2614 -0.0451 0.0467 0.1139
H 8.0342 -1.4861 1.7711 0.0017 0.0003 0.0001
C 4.2937 -2.7642 -0.8860 -0.0093 -0.0054 -0.0019
H -1.1657 1.3700 -0.9549 0.0113 0.0022 0.0062
H -2.9233 -2.5972 4.0884 -0.0003 -0.0078 0.0096
O 0.8963 0.4570 -1.2771 -0.0329 0.0595 -0.0043
H -3.6067 0.7288 0.2120 -0.0037 -0.0044 -0.0008
Re 0.7947 -1.3113 -0.4843 0.0137 0.0079 -0.1739
H 3.0790 -0.1480 -3.5062 -0.0007 -0.0020 0.0066
H 1.1502 -2.2298 2.8723 0.0296 0.0083 -0.0379
C -2.2445 -3.1923 -1.0099 0.0234 -0.0103 -0.0104
C -1.3328 -2.1064 -3.5109 -0.0099 0.0177 -0.0004
H 0.1076 -0.4979 -3.8327 -0.0052 0.0036 -0.0036
O 1.6824 -3.2378 -0.6798 -0.0080 -0.0336 0.0369
C -3.8623 -0.2492 -2.2805 0.0088 -0.0011 -0.0294
H 1.3782 0.4976 4.5302 -0.0119 -0.0056 -0.0049
H -3.7003 -6.4815 0.4673 0.0007 -0.0007 0.0020
C -0.3352 -3.2570 -3.6843 0.0162 0.0196 -0.0060
H 3.2675 2.0472 4.6414 0.0029 0.0000 0.0005
H -2.6690 1.8850 -1.7203 0.0124 0.0085 0.0141
H 8.4022 -3.1883 1.5249 -0.0010 -0.0013 -0.0005
H -3.2279 -3.1019 2.4893 -0.0056 -0.0047 -0.0095
H 8.8718 -2.0017 0.3047 0.0005 -0.0005 -0.0006
C -3.6053 -3.3160 -0.7434 -0.0015 0.0012 0.0026
C 3.7964 0.7564 1.5569 0.0050 0.0374 -0.0008
```
Forces are in eV/Å.

Computed properties:
<S²>   0.7582
HOMO level (spin up / spin down)   -7.8 / -7.7 eV
Spin multiplicity   2
LUMO (spin up / spin down)   -0.03 / -0.34 eV
ΔE to the lowest compared entry with this formula, charge and spin   34.7 kJ/mol

Taken from the Mulliken analysis, the atomic charges in e are:
1. H 0.448
2. C -0.817
3. C 0.382
4. H 0.400
5. N -0.479
6. P 0.543
7. H 0.117
8. C 0.993
9. H 0.439
10. C -0.708
11. H 0.473
12. H 0.133
13. O -0.659
14. H 0.373
15. N -0.886
16. C -0.976
17. C -0.505
18. H 0.166
19. H 0.321
20. C 0.226
21. H 0.542
22. C -0.190
23. C -1.588
24. C -1.456
25. H 0.293
26. C -0.394
27. C 2.166
28. C 0.516
29. H 0.440
30. H 0.272
31. C -1.747
32. H 0.311
33. H 0.352
34. S -0.385
35. C -0.995
36. H 0.406
37. C -0.714
38. C -1.772
39. H 0.298
40. C -1.944
41. H 0.405
42. H 0.298
43. H 0.538
44. C -1.077
45. O -0.763
46. H 0.570
47. C -0.837
48. H 0.471
49. C -0.504
50. C 0.031
51. C -1.017
52. H 0.260
53. C 0.261
54. S 1.762
55. H 0.275
56. H 0.643
57. O -0.194
58. N -0.523
59. N 0.919
60. H 0.321
61. C 0.125
62. H 0.287
63. H 0.246
64. O -0.607
65. H 0.676
66. Re 1.854
67. H 0.504
68. H 0.303
69. C 1.145
70. C 2.252
71. H 0.114
72. O -0.914
73. C -2.129
74. H 0.357
75. H 0.388
76. C -1.734
77. H 0.401
78. H 0.564
79. H 0.339
80. H 0.204
81. H 0.354
82. C -0.482
83. C -0.481

Below is a structure of composition C31H40BrCl5GeNOPtSi3, with properties calculated with ωB97M-V/def2-TZVPD.

```
84
Properties=species:S:1:pos:R:3:forces:R:3
Pt 0.8924 0.8897 -0.3243 0.1999 0.5795 0.2704
C -0.5196 -1.9186 0.1249 0.0013 -0.0277 -0.1400
Cl 1.5170 -5.3076 0.6654 0.0123 -0.0097 -0.0017
C 2.1271 0.7266 2.8501 -0.0223 0.0100 -0.0964
C -2.3831 3.2733 -0.0030 -0.0798 -0.0172 0.0331
H -1.5905 -2.5501 -4.7285 -0.0179 0.0144 0.0148
Si -3.2435 1.9370 -0.9811 0.1399 -0.0273 0.0357
H -1.9244 4.0044 -0.6701 0.0435 -0.0108 0.0058
H 1.4268 5.7490 1.2265 -0.0073 -0.0118 0.0052
C 0.5024 2.3610 3.5669 -0.0016 0.0117 0.0296
H -4.5920 1.0770 0.9595 0.0249 -0.0028 0.0048
H -2.5910 1.3886 -4.9936 0.0169 0.0090 -0.0438
C -3.7021 -2.5701 -1.3336 0.0045 -0.0746 -0.0011
H -2.9471 -3.0964 -0.7516 0.0113 -0.0087 0.0164
C 2.9210 2.9922 -1.0201 -0.0298 0.1438 0.0985
H -0.8341 -2.8769 -3.1562 -0.0071 -0.0262 0.0144
C -1.7821 -2.8261 -3.6933 -0.0011 -0.0053 -0.0661
Si -0.4122 0.6885 -3.9536 -0.0925 -0.0386 -0.0974
H -5.1553 0.3672 -0.5624 0.0100 -0.0149 -0.0101
H -0.8608 1.4492 1.6720 0.0544 0.0667 -0.0060
Cl -0.5813 -5.4340 2.9569 -0.0026 -0.0055 0.0217
C 1.3401 2.7282 4.6126 -0.0367 0.0097 -0.0080
N 0.0345 0.9753 1.5917 0.0705 -0.2388 -0.1310
C -1.4813 -3.0711 2.0374 0.0127 0.0237 -0.0382
H -2.2180 -3.8318 -3.6873 0.0215 -0.0042 -0.0159
H -1.5952 2.8827 0.6369 -0.0278 0.0746 0.0079
H 3.9036 0.5962 4.0318 0.0008 -0.0012 -0.0036
H 0.8144 2.5752 -2.8022 -0.0148 0.0524 -0.0362
H -0.1806 -0.0119 1.7377 -0.0999 0.0416 0.0634
C 2.5640 2.1003 4.7756 0.0231 -0.0408 -0.0137
Cl -2.6440 -0.7454 1.2992 0.0386 0.0666 0.0104
H -0.4346 3.1402 -3.9192 0.0015 0.0082 0.0058
C -1.7169 0.8072 -5.2825 -0.0681 -0.0037 -0.0103
H -1.2638 1.3296 -6.1311 0.0611 -0.0220 0.0128
H -4.6514 3.1212 -2.5861 0.0171 0.0230 0.0148
C -0.5574 -4.1031 1.8913 0.0210 -0.0130 -0.0161
C 2.9531 1.0943 3.8983 0.0147 0.0335 0.0518
H 0.2420 -1.3594 -5.1302 0.0228 0.0257 -0.0245
H 1.0276 3.5009 5.3017 0.0022 -0.0011 -0.0018
Cl -2.6574 -3.1305 3.2747 0.0016 -0.0012 0.0094
Ge -1.5386 0.3192 -1.7570 -0.2466 -0.3032 -0.2719
H -5.4946 2.0513 -0.1838 -0.0153 -0.0229 -0.0005
H 4.9247 1.5620 -3.4056 0.0000 -0.0021 -0.0012
Br 2.5669 0.4189 -2.0014 0.1503 -0.3914 -0.1938
C 2.9816 5.2615 -0.1337 0.0421 0.0535 -0.0397
Cl 1.5415 -2.8953 -1.2954 0.0149 0.0218 0.0062
H 0.9978 -1.3683 -3.5404 -0.0128 0.0146 -0.0234
H -3.1074 3.7920 0.6300 0.0073 0.0205 -0.0260
H -4.3896 -3.3289 -1.7308 0.0002 0.0040 0.0090
H 6.0332 3.7891 -3.2448 0.0022 -0.0014 0.0017
H 1.0878 2.5199 -4.5501 0.0014 0.0277 0.0056
C 1.7800 2.6899 -0.2159 -0.1071 0.0426 0.1390
H 3.2135 2.3864 5.5911 0.0027 -0.0006 -0.0018
C 4.5505 2.3138 -2.7241 -0.0087 0.0087 0.0226
H -2.9705 3.2090 -3.1006 0.0141 -0.0358 -0.0238
H -4.0671 -0.3663 -4.6775 0.0207 0.0171 -0.0008
H -4.9027 -1.8571 -4.2639 -0.0335 0.0377 -0.0049
C -4.7380 1.2634 -0.1033 -0.0111 -0.0187 0.0029
H -2.0348 -0.1703 -5.6452 -0.0318 0.0070 0.0124
C 3.4760 2.0858 -1.9240 0.1309 -0.0573 -0.1050
H -0.4631 2.8416 3.4477 0.0052 0.0042 -0.0090
H 2.4294 -0.0469 2.1522 0.0117 -0.0008 0.0072
Si -3.0133 -1.7448 -2.8416 -0.0606 0.0774 0.1905
C -1.4517 -1.9867 1.1579 -0.0469 -0.0150 -0.0234
C -3.7264 2.5447 -2.6771 0.0116 0.0692 -0.0643
C 0.3851 -4.0468 0.8590 -0.0098 0.0311 -0.0064
O -0.4261 -0.8806 -0.7543 -0.0941 0.0579 0.2726
H 3.4446 6.2391 -0.0952 0.0096 -0.0061 0.0086
C 0.3965 -2.9622 -0.0143 0.0233 -0.0944 0.0231
H 5.1336 5.4999 -1.7263 0.0023 -0.0040 0.0013
H 0.4059 3.5533 1.1732 -0.0927 -0.0497 0.0626
C 5.1695 3.5775 -2.6303 0.0384 -0.0455 -0.0682
H -5.0819 -0.4541 -3.2152 0.0013 0.0176 -0.0091
C 3.5368 4.2698 -0.9736 -0.0480 -0.0553 0.0252
C 1.2724 3.7067 0.5522 0.0439 -0.1025 0.0229
C -4.3720 -0.9916 -3.8445 -0.0126 -0.0732 -0.0114
H -3.9223 1.7425 -3.3877 -0.0540 -0.0101 0.0321
C 1.8662 4.9872 0.5961 -0.0479 -0.0029 0.0188
C 4.6696 4.5234 -1.7837 -0.0008 0.0765 0.0337
H -4.2760 -1.9174 -0.6809 -0.0191 0.0194 -0.0097
H 1.6417 -0.3349 -4.8195 -0.0024 -0.0303 -0.0041
C 0.7237 -0.7325 -4.3803 0.0695 0.0355 -0.0164
C 0.3396 2.3857 -3.7624 0.0340 0.0339 -0.0129
C 0.9129 1.3738 2.6917 -0.0004 0.0578 0.0653
```
Forces are in eV/Å.

Computed properties:
<S²>   0.7563
HOMO level (spin up / spin down)   -13.1 / -13.1 eV
Spin multiplicity   2
LUMO (spin up / spin down)   -5.69 / -8.25 eV
Total charge   +2
ΔE to the lowest compared entry with this formula, charge and spin   0.0 kJ/mol

Taken from the Mulliken analysis, the atomic charges in e are:
1. Pt 2.374
2. C -2.116
3. Cl -0.143
4. C -0.404
5. C -0.153
6. H 0.294
7. Si 0.870
8. H 0.370
9. H 0.472
10. C -0.215
11. H 0.408
12. H 0.363
13. C -0.910
14. H 0.237
15. C 0.179
16. H 0.204
17. C -0.819
18. Si 0.689
19. H 0.314
20. H 0.104
21. Cl -0.137
22. C -0.791
23. N -0.470
24. C 0.390
25. H 0.473
26. H -0.666
27. H 0.427
28. H 0.292
29. H 0.117
30. C -0.578
31. Cl -0.147
32. H 0.328
33. C -1.226
34. H 0.486
35. H 0.546
36. C 0.062
37. C -0.838
38. H 0.446
39. H 0.433
40. Cl -0.142
41. Ge 0.135
42. H 0.454
43. H 0.464
44. Br -0.242
45. C -0.848
46. Cl -0.194
47. H 0.083
48. H 0.539
49. H 0.515
50. H 0.423
51. H 0.417
52. C -0.218
53. H 0.434
54. C -0.874
55. H 0.341
56. H 0.353
57. H 0.425
58. C -1.259
59. H 0.301
60. C 1.362
61. H 0.454
62. H 0.393
63. Si 0.319
64. C 0.817
65. C -1.074
66. C 0.376
67. O -1.826
68. H 0.436
69. C 0.752
70. H 0.442
71. H 0.500
72. C -0.718
73. H 0.270
74. C 0.730
75. C 0.584
76. C -1.022
77. H 0.131
78. C -1.573
79. C -0.911
80. H 0.212
81. H 0.466
82. C -0.988
83. C -0.986
84. C 0.482